C48H45CsN11S as an isolated structure, computed with ωB97M-V/def2-TZVPD.

Structure (XYZ):
```
106
Properties=species:S:1:pos:R:3:forces:R:3
Cs -0.0463 -0.6245 0.5557 1.008 0.332 0.195
C -1.0435 -5.6513 0.0549 0.058 0.089 0.135
C 0.1225 -6.5176 -0.2425 0.047 0.050 0.018
C 1.3602 -6.0263 -0.2037 -0.054 -0.357 -0.122
C 1.5983 -4.5902 0.0282 -0.660 0.303 -0.089
N 0.6609 -3.7293 0.1102 0.449 -0.162 0.192
C -0.7117 -4.1316 0.0991 -0.448 -0.201 -0.164
C 2.9869 -4.0724 0.1450 0.765 0.144 0.064
C 4.1075 -4.9067 0.1309 -0.336 -0.065 -0.026
C 5.3584 -4.3550 0.3381 0.163 0.178 0.039
C 5.4729 -2.9933 0.5472 -0.117 -0.176 -0.040
C 4.3066 -2.2237 0.5135 0.145 -0.103 -0.004
N 3.1111 -2.7559 0.3155 -0.183 0.054 0.029
C 4.3777 -0.7557 0.7442 0.140 0.366 -0.031
C 5.4659 -0.0158 0.2861 -0.062 -0.111 -0.013
C 5.5275 1.3385 0.5759 -0.061 0.036 0.053
C 4.5026 1.9129 1.3061 0.134 -0.033 -0.038
C 3.4426 1.1039 1.6930 -0.038 0.048 0.083
N 3.3764 -0.1948 1.4233 -0.132 -0.131 0.074
H -1.8949 -5.8845 -0.5851 -0.003 0.030 -0.011
H -0.0570 -7.5643 -0.4636 0.092 -0.016 -0.006
H 2.1969 -6.6790 -0.4052 0.013 0.015 0.003
H -1.2211 -3.5363 -0.6637 -0.038 0.036 0.060
H 4.0127 -5.9714 -0.0196 0.001 0.002 0.020
H 6.2378 -4.9861 0.3568 -0.009 -0.015 -0.007
H 6.4313 -2.5425 0.7619 -0.004 0.037 -0.022
H 6.2361 -0.4882 -0.3095 0.008 -0.003 0.014
H 6.3583 1.9357 0.2226 -0.007 0.009 -0.008
H 4.5009 2.9669 1.5452 -0.050 0.001 -0.010
H 2.5952 1.5298 2.2224 0.009 0.007 -0.009
S -2.7893 0.6059 -0.3880 -0.301 0.023 -0.217
C -3.7672 -0.0381 0.8853 0.181 0.819 -0.672
N -4.7507 0.6444 1.4515 0.081 -0.522 0.275
N -4.8317 1.8924 1.0496 -0.013 0.256 -0.108
C -5.7739 2.7622 1.5540 -0.385 0.027 0.251
C -6.8326 2.3044 2.3507 0.177 -0.089 -0.066
C -7.7742 3.1943 2.8317 0.014 0.128 -0.033
C -7.6863 4.5501 2.5363 -0.061 0.003 0.038
C -6.6339 5.0047 1.7537 -0.019 0.014 0.010
C -5.6824 4.1266 1.2657 0.086 -0.062 -0.092
N -3.6868 -1.2977 1.3969 0.081 -1.267 0.691
N -2.6313 -1.9747 1.1784 -0.543 1.294 -0.566
C -2.7111 -3.3148 1.4731 -0.829 -1.271 0.270
C -1.3865 -4.0313 1.5022 0.009 0.153 -0.065
C -1.4820 -5.5846 1.5556 -0.026 -0.060 -0.057
C -2.8149 -6.1762 1.8621 -0.212 -0.018 0.012
C -3.9222 -5.4249 1.8281 0.249 -0.457 0.118
C -3.8775 -4.0037 1.5798 0.457 0.719 -0.069
H -4.1330 2.1807 0.3578 0.084 0.094 -0.023
H -6.8834 1.2488 2.5746 -0.034 -0.007 0.009
H -8.5915 2.8287 3.4413 0.012 -0.023 0.010
H -8.4268 5.2440 2.9135 0.007 -0.007 0.003
H -6.5482 6.0605 1.5286 0.019 -0.005 -0.023
H -4.8554 4.4902 0.6669 -0.001 -0.019 0.003
H -0.7264 -3.5869 2.2530 -0.003 0.015 -0.015
H -0.7109 -6.0194 2.1947 0.043 0.056 -0.013
H -2.8635 -7.2417 2.0593 -0.047 0.018 0.012
H -4.8909 -5.8813 1.9958 0.008 -0.008 0.023
H -4.7991 -3.4450 1.4918 -0.014 -0.006 -0.012
C 2.0992 -0.6630 -2.9432 0.095 0.047 -0.066
N 0.7038 -0.8770 -2.5597 -0.027 -0.040 0.172
C -0.1112 0.1951 -3.1484 -0.036 0.158 -0.133
N 0.0091 0.2153 -4.6128 -0.025 -0.003 -0.012
C 1.4198 0.4092 -4.9484 -0.003 0.018 0.016
N 2.2741 -0.6549 -4.4022 0.037 -0.044 -0.003
C 1.7912 -1.9359 -4.9217 0.001 0.060 0.020
N 0.3891 -2.1898 -4.5812 -0.014 -0.100 -0.015
C 0.2656 -2.1544 -3.1178 -0.031 -0.002 -0.122
C -0.4138 -1.0865 -5.1246 0.031 0.058 0.022
H 2.7121 -1.4633 -2.5177 -0.014 0.008 0.030
H 2.4371 0.2972 -2.5469 -0.046 -0.015 0.032
H 0.2206 1.1594 -2.7547 -0.002 -0.033 0.059
H -1.1589 0.0477 -2.8766 0.027 -0.017 0.050
H 1.7492 1.3688 -4.5438 -0.008 -0.006 -0.010
H 1.5287 0.4230 -6.0365 0.004 0.003 0.013
H 2.4065 -2.7399 -4.5083 -0.007 0.004 -0.005
H 1.8946 -1.9373 -6.0102 0.004 -0.011 0.009
H 0.8711 -2.9596 -2.6918 -0.006 0.018 0.029
H -0.7839 -2.3201 -2.8591 0.016 0.024 0.055
H -1.4605 -1.2484 -4.8580 0.005 0.000 -0.010
H -0.3205 -1.0878 -6.2141 -0.007 -0.014 0.010
C 0.9765 6.2117 4.5141 0.019 0.047 0.039
C -0.1336 5.4373 4.8197 -0.006 -0.003 0.033
C -0.5002 4.3856 3.9935 0.076 0.014 -0.014
C 0.2259 4.0819 2.8371 -0.151 0.040 0.125
C 1.3515 4.8627 2.5520 0.010 -0.023 0.018
C 1.7176 5.9139 3.3764 0.006 -0.005 0.011
C -0.2329 2.9925 1.9438 0.432 0.154 -0.154
C 0.2082 2.7546 0.7141 -0.393 -0.541 -0.194
C 0.9342 3.3282 -0.3220 -0.033 0.106 0.154
C 2.0618 2.7152 -0.9457 0.029 0.054 0.036
C 2.6692 3.2754 -2.0537 -0.046 0.039 -0.011
C 2.1910 4.4499 -2.6276 0.109 0.073 -0.199
C 1.0773 5.0659 -2.0476 0.003 -0.115 0.076
C 0.4640 4.5359 -0.9355 0.095 -0.002 -0.068
H 1.2610 7.0393 5.1532 0.003 -0.014 -0.002
H -0.7189 5.6574 5.7057 -0.001 -0.005 -0.012
H -1.3737 3.7893 4.2351 -0.003 -0.007 -0.026
H 1.9287 4.6412 1.6630 -0.023 -0.007 -0.041
H 2.5871 6.5126 3.1292 0.000 -0.010 -0.009
H -1.0557 2.3974 2.3580 0.071 -0.032 0.050
H 2.4370 1.7826 -0.5411 -0.020 -0.008 -0.054
H 3.5292 2.7786 -2.4961 0.006 -0.019 0.024
H 2.6636 4.8720 -3.5063 0.001 -0.009 0.024
H 0.6949 5.9873 -2.4749 -0.026 -0.008 0.001
H -0.3956 5.0255 -0.4934 -0.004 0.005 -0.024
```
Positions in Å, forces in eV/Å.

* frontier orbital gap (alpha / beta): 3.97 / 3.97 eV
* net charge: -1
* E_LUMO (alpha / beta): 0.0487 / 0.0486 hartree
* ΔE to the lowest compared entry with this formula, charge and spin: 59.4 kcal/mol

Atomic partial charges in e from the Mulliken method, atoms 1 to 99: Cs 1.28; C -0.32; C -1.32; C -0.54; C 0.39; N 0.27; C 0.26; C 0.96; C -1.05; C -0.76; C -0.83; C 0.45; N 0.04; C 0.75; C -0.75; C -0.68; C -0.38; C -0.25; N -0.30; H 0.47; H 0.40; H 0.34; H 0.13; H 0.29; H 0.43; H 0.50; H 0.46; H 0.41; H 0.43; H 0.51; S -0.56; C -0.02; N -0.62; N 0.48; C 0.44; C -0.28; C -0.49; C -0.48; C -0.51; C -0.47; N -0.93; N 0.83; C -1.30; C 0.31; C 0.28; C -1.11; C -0.42; C -0.38; H -0.06; H 0.40; H 0.33; H 0.36; H 0.34; H 0.42; H 0.37; H 0.43; H 0.37; H 0.38; H 0.50; C -0.12; N 0.37; C -0.41; N 0.15; C -0.69; N 0.07; C -0.67; N 0.14; C -0.60; C -0.69; H 0.14; H -0.43; H -0.03; H 0.21; H 0.36; H 0.33; H 0.34; H 0.34; H 0.05; H 0.13; H 0.33; H 0.34; C -0.38; C -0.54; C -0.59; C 0.88; C -0.10; C -0.79; C -0.76; C -0.30; C -0.54; C 0.41; C -0.65; C -0.73; C -0.50; C -0.39; H 0.35; H 0.35; H 0.40; H 0.46

***

A 12-piece molecular cluster, C48H45F24O36P overall, computed with ωB97M-V/def2-TZVPD.

Structure (XYZ):
```
154
Properties=species:S:1:pos:R:3:forces:R:3
C -3.4764 -1.0496 4.0679 -0.346 -0.717 -1.599
C -3.8387 -1.3671 2.5763 1.198 0.774 -0.398
P -5.5292 -0.7098 2.2154 -0.746 -0.025 0.591
C -5.3584 1.1360 2.4788 0.536 -0.474 -0.305
C -5.9563 -0.8733 0.4435 0.754 0.442 -0.424
C -5.6072 -1.7405 -0.5192 -0.124 0.494 0.630
C -4.6707 -2.9082 -0.3804 -0.358 0.174 -0.940
C -3.1783 -2.5467 -0.5257 -0.174 -0.148 0.822
C -2.7419 -2.2275 -1.9384 -0.197 -0.776 0.430
F -2.7282 -3.4003 -2.6171 0.251 -0.394 -0.384
F -3.6097 -1.4584 -2.6110 -0.214 0.890 -0.064
C -1.3173 -1.6404 -2.0867 -0.516 -0.541 0.596
F -1.0767 -1.3820 -3.3603 -0.085 0.737 -0.850
F -0.4585 -2.6077 -1.7425 0.454 -0.418 0.622
C -0.9558 -0.4176 -1.1963 0.942 0.741 -1.519
F -0.7763 -0.7642 0.0543 -0.589 -0.452 1.207
F 0.2757 -0.0185 -1.6216 0.366 0.254 -0.456
C -1.8662 0.8254 -1.3304 -0.639 -1.037 1.573
F -2.2331 1.0400 -2.5696 0.430 0.541 -1.331
F -3.0121 0.5121 -0.6800 -0.318 -0.147 0.659
C -1.3511 2.1090 -0.6310 -0.070 0.685 -1.043
F -2.4007 2.9302 -0.5700 -0.661 0.400 -0.395
F -0.9895 1.8946 0.6173 0.487 -0.717 0.735
C -0.1944 2.8948 -1.3607 -0.156 -0.437 1.419
F 0.9241 2.7104 -0.6836 0.940 -0.430 0.356
F -0.4537 4.1737 -1.2988 -0.404 1.246 -0.379
F 0.0165 2.5395 -2.6040 -0.399 -0.196 -1.083
C -6.3576 -1.3673 -1.7766 1.167 -0.340 2.672
O -6.3468 -2.0521 -2.7210 -0.502 -1.042 -2.863
O -7.0304 -0.2095 -1.6029 0.260 -0.616 0.421
C -6.8927 0.0862 -0.2207 0.621 -0.625 -0.839
O -7.4704 1.0096 0.1830 -1.044 1.763 1.299
H -4.4039 -1.0453 4.6215 0.221 -0.005 0.334
H -2.9692 -0.0860 4.1231 -0.256 -0.037 0.194
H -2.7880 -1.8186 4.4215 -0.160 0.117 0.115
H -3.7436 -2.4331 2.3506 -0.325 0.103 0.190
H -3.0570 -0.8660 1.9793 -0.313 -0.151 -0.100
H -6.2200 1.4705 3.0543 0.083 0.163 -0.255
H -4.4469 1.3196 3.0583 -0.230 -0.173 0.077
H -5.2284 1.6798 1.5393 -0.318 -0.012 0.159
H -4.9312 -3.6447 -1.1502 0.002 -0.013 0.238
H -4.8430 -3.3406 0.6078 0.162 -0.102 -0.165
H -2.6022 -3.4273 -0.2163 0.059 0.211 -0.118
H -2.9508 -1.7638 0.1974 0.093 0.037 -0.362
O -4.3848 -0.0711 6.4486 0.004 0.228 0.778
C -3.8134 -0.6982 7.2762 -0.566 0.229 -0.131
O -4.0899 -0.6684 8.6055 0.547 -0.004 -0.257
C -3.2750 -1.6605 9.2319 -0.200 0.111 0.509
C -2.1458 -1.8079 8.2471 0.008 -0.417 -0.195
F -1.6573 -3.0718 8.2244 0.095 -0.059 0.056
O -2.7755 -1.5453 7.0122 0.036 0.376 0.300
H -3.8495 -2.5819 9.3461 0.120 -0.075 -0.153
H -2.9392 -1.3306 10.2128 -0.116 0.194 -0.063
H -1.3228 -1.1049 8.3930 0.101 -0.133 -0.008
O 5.1385 2.0150 -5.6021 -0.033 -0.011 0.138
C 4.5885 2.0129 -4.5566 0.188 -0.183 -0.531
O 3.2520 1.8059 -4.3859 0.362 0.154 0.281
C 3.0090 1.7441 -2.9801 -0.433 -0.087 -0.069
C 4.1824 2.5010 -2.4205 0.273 -0.191 0.224
F 4.5507 2.0145 -1.2044 0.071 0.026 0.039
O 5.2086 2.2245 -3.3517 -0.478 0.202 -0.168
H 2.9976 0.6997 -2.6589 0.159 0.046 0.114
H 2.0595 2.1991 -2.7262 0.197 -0.031 -0.292
H 4.0312 3.5804 -2.3517 0.082 -0.013 0.175
O 8.3701 -3.7513 -2.1532 -0.028 0.137 -0.037
C 7.7279 -2.7745 -2.3410 0.334 -0.284 -0.018
O 7.7405 -1.6775 -1.5328 -0.171 -0.165 -0.269
C 6.9458 -0.6714 -2.1695 -0.079 0.472 0.330
C 6.0504 -1.4909 -3.0579 0.195 0.122 -0.422
F 5.7338 -0.8203 -4.1904 -0.146 -0.078 -0.036
O 6.8692 -2.5983 -3.3894 -0.108 0.056 0.623
H 7.5919 -0.0013 -2.7360 -0.135 -0.066 -0.185
H 6.3904 -0.0885 -1.4368 0.120 -0.110 0.131
H 5.1354 -1.8443 -2.5762 -0.066 0.013 -0.143
O 10.5290 2.0005 -3.0249 -0.065 0.097 0.125
C 10.2892 1.8303 -1.8772 0.149 0.231 -0.585
O 11.1939 1.9710 -0.8756 -0.397 -0.105 -0.006
C 10.4892 1.8133 0.3582 0.380 0.049 0.377
C 9.2866 1.0121 -0.0671 -0.347 0.230 0.104
F 8.1974 1.3141 0.6838 -0.081 -0.095 -0.039
O 9.0658 1.4600 -1.3945 0.573 -0.250 0.256
H 10.2142 2.7944 0.7498 -0.201 -0.053 -0.054
H 11.1011 1.2970 1.0945 0.144 -0.022 -0.187
H 9.4387 -0.0692 -0.0681 -0.154 -0.007 0.049
O -7.9208 0.3329 -8.4366 0.087 -0.138 0.019
C -7.3788 -0.3250 -7.6150 -0.485 0.243 -0.182
O -7.6851 -0.3191 -6.2938 0.344 -0.170 -0.381
C -6.9037 -1.3418 -5.6651 -0.102 0.186 0.430
C -5.7541 -1.4898 -6.6237 -0.129 -0.447 -0.142
F -5.2912 -2.7665 -6.6538 0.120 0.015 -0.104
O -6.3472 -1.1913 -7.8757 0.031 0.434 0.423
H -7.4961 -2.2544 -5.5840 0.143 -0.080 -0.110
H -6.5870 -1.0411 -4.6739 -0.152 0.153 -0.035
H -4.9222 -0.8065 -6.4424 0.101 -0.139 -0.020
O 12.2146 8.3355 -0.6851 -0.077 -0.129 0.007
C 11.5727 7.4727 -1.1794 0.398 0.195 0.164
O 11.9448 6.7675 -2.2817 -0.377 0.109 0.316
C 10.9740 5.7367 -2.4731 0.202 -0.267 -0.585
C 9.7715 6.2947 -1.7629 -0.045 -0.279 0.386
F 9.0140 5.3063 -1.2198 -0.061 0.038 0.037
O 10.3522 7.0535 -0.7196 0.132 0.166 -0.503
H 11.3337 4.8098 -2.0216 -0.165 0.012 0.118
H 10.7932 5.5624 -3.5314 0.151 0.137 -0.015
H 9.1403 6.9400 -2.3764 -0.134 -0.099 0.064
O -0.4268 -3.1132 3.6308 0.050 -0.094 0.022
C 0.1901 -3.7595 4.4149 -0.345 0.124 -0.090
O -0.0469 -3.7763 5.7494 0.215 -0.113 -0.453
C 0.8083 -4.7681 6.3209 -0.104 0.045 0.659
C 1.9100 -4.8612 5.3023 0.034 -0.510 -0.104
F 2.4225 -6.1168 5.2368 0.035 0.016 -0.085
O 1.2341 -4.5755 4.0884 -0.046 0.471 0.284
H 0.2588 -5.7058 6.4247 0.113 -0.066 -0.184
H 1.1671 -4.4587 7.2990 -0.106 0.250 -0.082
H 2.7180 -4.1469 5.4454 0.085 -0.121 -0.012
O -5.3488 -3.1941 -13.5210 -0.073 0.015 0.121
C -5.6309 -3.3966 -12.3888 0.164 0.242 -0.345
O -4.7679 -3.2747 -11.3452 -0.387 -0.192 -0.138
C -5.5214 -3.4693 -10.1446 0.442 0.027 0.376
C -6.6973 -4.2694 -10.6358 -0.373 0.338 0.044
F -7.8177 -3.9971 -9.9216 -0.047 -0.101 -0.028
O -6.8674 -3.7929 -11.9572 0.501 -0.268 0.092
H -5.8154 -2.5017 -9.7405 -0.224 -0.074 -0.054
H -4.9352 -3.9994 -9.3966 0.150 0.000 -0.165
H -6.5345 -5.3491 -10.6559 -0.146 -0.010 0.063
O 2.3167 -2.0833 6.9702 0.056 0.030 -0.162
C 2.9389 -1.4289 6.1987 -0.312 -0.081 0.183
O 3.6985 -1.9423 5.1958 -0.100 0.286 0.218
C 4.1679 -0.8430 4.4090 0.333 -0.228 -0.391
C 4.0904 0.2977 5.3895 -0.301 0.360 -0.221
F 3.8093 1.4663 4.7699 0.015 0.022 0.093
O 2.9890 -0.0690 6.2049 0.412 -0.430 0.049
H 3.5060 -0.6988 3.5537 -0.067 0.170 0.102
H 5.1781 -1.0219 4.0481 -0.025 -0.203 0.140
H 4.9787 0.4211 6.0120 -0.025 0.130 -0.019
O 3.5837 6.9165 -1.7658 -0.038 -0.068 -0.130
C 2.7994 6.7683 -2.6403 0.335 0.290 0.323
O 1.6737 7.5097 -2.8015 0.192 -0.353 -0.136
C 1.0724 7.1142 -4.0360 -0.455 0.290 0.039
C 1.6270 5.7278 -4.2264 0.318 0.013 -0.531
F 1.7824 5.4312 -5.5368 0.000 -0.118 0.052
O 2.9074 5.8166 -3.6203 -0.542 0.038 0.370
H 1.3840 7.7958 -4.8291 0.107 -0.172 -0.080
H -0.0130 7.1278 -3.9641 0.050 0.051 0.216
H 1.0470 4.9392 -3.7416 0.009 -0.067 -0.123
O -6.6079 -1.7150 7.9446 -0.125 -0.237 0.119
C -7.1791 -1.7364 8.9803 0.119 -0.103 -0.470
O -8.5063 -1.9941 9.1258 0.319 0.150 0.237
C -8.7784 -2.0632 10.5268 -0.530 -0.044 -0.035
C -7.6461 -1.2586 11.1088 0.256 -0.307 0.250
F -7.2823 -1.7220 12.3302 0.057 0.081 0.017
O -6.5926 -1.4979 10.1949 -0.430 0.208 -0.177
H -8.7538 -3.1048 10.8517 0.170 0.056 0.113
H -9.7554 -1.6441 10.7568 0.006 0.046 -0.224
H -7.8383 -0.1858 11.1702 0.056 -0.012 0.137
```
Positions in Å, forces in eV/Å.

* frontier orbital gap: 7.94 eV
* SMILES: CCP(C)C1=C(CCC(F)(F)C(F)(F)C(F)(F)C(F)(F)C(F)(F)C(F)(F)F)C(=O)OC1=O.O=C1OC[C@@H](F)O1.O=C1OC[C@@H](F)O1.O=C1OC[C@@H](F)O1.O=C1OC[C@@H](F)O1.O=C1OC[C@@H](F)O1.O=C1OC[C@@H](F)O1.O=C1OC[C@@H](F)O1.O=C1OC[C@@H](F)O1.O=C1OC[C@@H](F)O1.O=C1OC[C@@H](F)O1.O=C1OC[C@@H](F)O1
* E_LUMO: -0.0246 hartree
* ΔE to the lowest compared entry with this formula, charge and spin: 26.6 kcal/mol

Atomic partial charges in e from the Mulliken method, atoms 1 to 99: C -1.32; C 0.49; P -0.25; C -1.09; C 0.90; C 0.81; C -1.78; C 0.16; C 0.83; F -0.38; F -0.27; C 0.48; F -0.29; F -0.32; C 0.44; F -0.23; F -0.19; C 0.52; F -0.27; F -0.01; C 0.44; F -0.34; F -0.25; C 0.78; F -0.30; F -0.32; F -0.32; C 0.16; O -0.55; O -0.37; C 0.07; O -0.49; H 0.45; H 0.20; H 0.22; H 0.53; H -0.25; H 0.30; H 0.40; H 0.38; H 0.44; H 0.56; H 0.45; H -0.44; O -0.51; C 0.61; O -0.28; C -0.47; C 0.23; F -0.32; O -0.08; H 0.21; H 0.38; H 0.28; O -0.53; C 0.62; O -0.36; C 0.91; C 0.54; F -0.31; O -0.27; H 0.16; H -0.88; H 0.18; O -0.51; C 0.51; O -0.34; C -0.17; C 0.46; F -0.28; O -0.33; H 0.22; H 0.12; H 0.30; O -0.51; C 0.57; O -0.34; C -0.42; C 0.25; F -0.31; O -0.13; H 0.29; H 0.27; H 0.35; O -0.50; C 0.56; O -0.34; C 0.04; C 0.34; F -0.31; O -0.26; H 0.22; H -0.10; H 0.33; O -0.49; C 0.59; O -0.32; C -0.21; C 0.32